(1)
Entry from the OMol25 dataset: a cluster of 2 separate species, C4H9NO in total (ωB97M-V/def2-TZVPD).

```
15
Properties=species:S:1:pos:R:3:forces:R:3:mulliken_charge:R:1
C 5.1933 0.3333 -0.1457 1.24 -0.16 0.66 0.078
N 6.3159 -0.3916 -0.1193 -0.59 0.52 -0.64 -0.607
C -4.0752 -0.2496 0.1632 1.14 1.32 -5.07 -0.903
C -2.7556 0.0152 0.5828 3.69 -3.15 0.55 0.152
C -1.3774 0.2396 -0.1899 -2.60 -0.57 -0.14 -0.793
O 4.0119 -0.0307 0.0381 -0.22 -0.01 -0.38 -0.646
H 5.4583 1.4014 -0.2464 -0.48 0.21 0.02 0.327
H 6.0501 -1.3604 -0.2443 -0.15 -0.55 0.34 0.219
H -4.3296 0.7695 0.4669 -1.90 0.32 1.11 0.377
H -4.5112 -1.3142 0.5342 0.37 3.12 -1.10 0.332
H -3.9048 0.2496 -1.0069 -1.82 -2.63 2.08 0.253
H -2.7873 -0.5459 1.4804 1.69 0.23 1.85 0.330
H -1.7630 0.2561 -1.2153 0.60 0.16 -0.15 0.266
H -0.9466 1.2020 0.0227 0.35 0.35 0.27 0.304
H -0.5787 -0.5740 -0.1206 -1.31 0.84 0.59 0.311
```
Positions in Å, forces in eV/Å.

Maximum force: 0.10418 hartree/bohr
Total charge: 0

(2)
Entry from the OMol25 dataset: a structure of composition C4H9NO (ωB97M-V/def2-TZVPD).

```
15
Properties=species:S:1:pos:R:3:forces:R:3:mulliken_charge:R:1
C 1.3706 0.6076 -0.2507 -0.24 0.88 -2.47 -1.404
C 0.0851 -0.4155 -0.5380 0.36 -0.53 -0.50 0.522
C 0.1246 -1.7198 0.4580 -3.15 0.19 0.64 -1.083
C -1.3072 0.1554 -0.2093 -4.04 -0.07 -0.37 0.201
H 1.6084 1.4700 -1.0794 -1.40 -2.00 1.67 0.312
H 2.3025 0.0727 -0.3603 0.08 -0.78 0.12 0.375
H 1.4728 1.1387 0.7031 -0.70 -0.52 0.03 0.385
H 0.1068 -0.7375 -1.7425 -0.09 0.74 3.43 0.251
H 1.0811 -2.1865 0.3706 0.65 -0.30 0.22 0.401
H -0.0916 -1.3279 1.6498 0.65 -1.25 -3.57 0.256
H -0.7662 -2.6004 0.1269 2.66 3.05 1.08 0.256
H -2.0683 2.0745 0.5134 0.29 -0.43 -0.12 0.237
H -0.2290 2.5001 0.4100 -3.86 -4.63 -0.84 0.305
N -1.1831 1.6097 0.3120 1.13 -0.38 -0.64 -0.453
O -2.5065 -0.6411 -0.3636 7.67 6.02 1.30 -0.560
```
Positions in Å, forces in eV/Å.

Maximum force: 0.19140 hartree/bohr
Total charge: 0

(3)
Entry from the OMol25 dataset: a cluster of 2 separate species, C4H9NO in total (ωB97M-V/def2-TZVPD).

```
15
Properties=species:S:1:pos:R:3:forces:R:3:mulliken_charge:R:1
C -1.2720 0.0538 1.6734 0.19 -0.05 -0.04 -0.628
C -0.1228 -0.3308 1.1217 -0.16 -0.02 0.28 -0.306
C -0.7861 -0.2194 -1.8087 -0.07 0.01 -0.06 -0.856
N 0.8990 0.5505 0.7584 0.04 -0.01 0.08 -0.069
C 2.0451 0.1692 0.1122 0.03 -0.19 -0.03 0.021
O 2.2672 -0.9417 -0.3179 -0.10 0.37 0.25 -0.526
H -2.0314 -0.6761 1.9266 0.14 0.08 -0.03 0.274
H -1.2311 -0.1667 -0.8171 -0.01 -0.01 -0.37 0.169
H -1.5123 1.1035 1.8232 0.08 -0.13 0.10 0.255
H 0.0975 -1.3624 0.8657 0.00 0.14 0.16 0.358
H 0.1573 -0.7715 -1.7552 -0.20 0.08 -0.06 0.190
H -0.5981 0.7980 -2.1606 -0.02 -0.14 -0.08 0.234
H -1.4844 -0.7286 -2.4720 0.11 0.07 -0.11 0.336
H 0.8039 1.5213 1.0175 0.07 -0.10 -0.01 0.205
H 2.7681 1.0010 0.0328 -0.09 -0.09 -0.08 0.344
```
Positions in Å, forces in eV/Å.

Maximum force: 0.00892 hartree/bohr
Total charge: 0
SMILES string: C=CNC=O.C

(4)
Entry from the OMol25 dataset: a cluster of 2 separate species, C4H9NO in total (ωB97M-V/def2-TZVPD).

```
15
Properties=species:S:1:pos:R:3:forces:R:3:mulliken_charge:R:1
C -2.5864 0.7371 -0.0476 -0.03 0.08 -0.02 -1.034
C -1.2761 0.1047 0.3217 0.19 0.09 0.07 0.165
N -0.1945 0.7125 0.5917 -0.40 0.00 -0.10 -0.539
C 1.4071 -1.2503 -0.3685 0.04 -0.22 0.15 0.149
O 1.1796 -2.1364 0.4214 0.12 0.35 -0.34 -0.532
C 2.5391 -0.2653 -0.2554 0.04 0.00 0.07 -0.931
H -3.0934 0.1673 -0.8323 0.07 0.06 0.11 0.279
H -2.4348 1.7649 -0.3938 -0.05 -0.13 0.08 0.316
H -3.2483 0.7586 0.8258 0.05 -0.05 -0.11 0.278
H -1.2427 -0.9902 0.3673 -0.04 0.14 0.03 0.390
H 0.7818 -1.1433 -1.2821 0.08 -0.07 0.09 0.407
H -0.3222 1.7257 0.5211 -0.01 -0.04 -0.01 0.186
H 2.2805 0.6719 -0.7556 0.05 -0.16 0.07 0.240
H 3.4259 -0.6878 -0.7438 -0.10 0.02 0.04 0.351
H 2.7638 -0.0756 0.7955 0.00 -0.07 -0.13 0.276
```
Positions in Å, forces in eV/Å.

Maximum force: 0.00966 hartree/bohr
Total charge: 0
SMILES string: [H]/N=C\C.CC=O

Energy above the lowest of the compared OMol25 structures with the same formula, charge and spin for every record listed, in sequence, given in kcal/mol: 229.00 136.31 31.93 41.15.
Kohn-Sham gap for every record listed, in sequence, given in eV: 1.771 9.972 9.961 10.447.
Calculated total energy for every record listed, in sequence, given in eV: -7822.389 -7826.409 -7830.935 -7830.536.